A 8-piece molecular cluster, C5H24N2O8 overall at a distorted geometry, computed with ωB97M-V/def2-TZVPD.

The HOMO energy (alpha / beta) is 0.0539 / -4.2779 eV. The total charge is -1. The value obtained for the total energy is -916.1752 a.u. As for the spin multiplicity: 2. For the HOMO-LUMO gap (alpha / beta), the calculation gives 0.09940 / 0.25320 Eh. As for the expectation value of S²: 0.75.

Each line ends with the Löwdin charge.
Atoms and positions in Å:
O1 -2.081583 -0.727572 -1.955835  -0.149
C1 -1.130435 -1.430076 -1.898404  -0.435
C2 0.215800 -0.912158 -2.541003  -0.321
C3 0.688029 0.159063 -1.473297  -0.166
C4 1.957150 -0.028815 -0.731401  -0.414
C5 3.140909 -0.314139 -1.400514  -0.001
N1 1.814305 0.034577 0.675802  0.059
N2 -0.061175 -0.198141 -3.834904  0.005
H1 -1.216834 -2.528436 -1.630155  0.065
H2 1.028637 -1.709939 -2.679468  0.133
H3 0.940260 1.050649 -2.132285  0.112
H4 -0.207605 0.681840 -1.056649  0.101
H5 3.502632 -0.684431 -2.348819  0.039
H6 3.886421 -0.256765 -0.634622  0.009
H7 1.062527 0.490576 1.195848  0.022
H8 2.687120 0.139694 1.284793  0.127
H9 -0.751065 0.520535 -3.808608  0.033
H10 -0.477837 -0.819718 -4.494346  0.035
H11 -2.143964 1.910941 1.379910  -0.034
H12 -1.872091 2.109735 0.145256  0.000
O2 -1.477695 2.357469 0.987342  -0.025
H13 -1.635854 -3.750414 2.061996  0.073
H14 -0.372709 -3.179698 1.280695  0.023
O3 -0.902388 -4.039775 1.366742  -0.167
H15 -2.074653 -0.595205 2.738913  0.040
H16 -3.177218 -1.334266 1.975772  -0.076
O4 -2.488016 -0.836917 1.910834  0.028
H17 0.790128 -1.347396 1.999789  -0.011
H18 1.177222 -1.348936 3.539401  -0.058
O5 1.024658 -1.794215 2.804334  -0.007
H19 -2.542547 1.074524 -1.814828  0.067
H20 -3.760612 0.943283 -0.866623  0.048
O6 -3.080125 1.596404 -1.103462  -0.124
H21 2.334815 2.545958 0.942039  0.035
H22 1.793206 4.059338 0.800777  0.071
O7 2.234467 3.411140 1.431572  -0.115
H23 0.908073 1.996055 3.106865  0.110
H24 -0.183671 1.537265 2.136268  -0.095
O8 0.451717 1.217966 2.640276  -0.038

Forces on atoms 1 to 2 (eV/Å):
-5.794 4.505 -0.287
6.326 -5.399 -0.392

---

C31H34Br2N3O2PbSe2Si2Te2 as an isolated structure at a distorted geometry, computed with ωB97M-V/def2-TZVPD.

The HOMO energy is -2.9497 eV. The total charge is -1. The value obtained for the total energy is -12775.4439 a.u. For the HOMO-LUMO gap, the calculation gives 0.17608 Eh.

Each line ends with the Löwdin charge.
Atoms and positions in Å:
Pb1 -0.082885 2.102966 0.001411  0.786
Se1 -1.422685 3.169666 1.836811  -0.294
Te1 -3.591785 2.627766 3.077211  -0.041
Te2 -5.516785 1.570366 1.579711  -0.213
Se2 -1.778385 0.002766 -0.217289  0.533
C1 -3.000985 -1.101534 2.751611  -0.250
Si1 -1.817885 -1.690534 1.390411  0.431
C2 -0.163085 -2.398934 2.037411  -0.177
C3 -2.528185 -3.095434 0.315411  -0.299
C4 -3.027985 -4.235934 0.928311  -0.100
C5 -3.520485 -5.286834 0.175411  -0.093
C6 -3.497285 -5.213134 -1.208289  -0.094
C7 -2.975785 -4.090234 -1.824889  -0.105
C8 -2.499985 -3.022234 -1.077189  -0.302
Si2 -1.744585 -1.514334 -1.963489  0.416
C9 -2.960185 -0.863434 -3.280589  -0.184
C10 -0.083485 -2.110934 -2.691489  -0.167
H1 -3.143885 -1.849034 3.525411  0.023
H2 -3.972085 -0.850134 2.317811  -0.060
H3 -2.625885 -0.190134 3.220211  -0.039
H4 -0.334585 -3.299934 2.618711  0.027
H5 0.364815 -1.689534 2.662511  0.014
H6 0.478415 -2.653834 1.199411  0.021
H7 -3.022485 -4.297134 2.008211  0.101
H8 -3.909285 -6.168634 0.666811  0.097
H9 -3.878585 -6.029034 -1.808189  0.097
H10 -2.931485 -4.038234 -2.904089  0.097
H11 -3.166785 -1.624434 -4.027289  0.021
H12 -2.566585 0.006566 -3.799889  0.018
H13 -3.901285 -0.575934 -2.815489  0.034
H14 -0.248285 -2.873234 -3.449289  0.028
H15 0.539315 -2.541734 -1.912789  0.023
H16 0.475515 -1.298534 -3.141389  0.000
C11 -3.559285 2.951766 -1.410289  -0.086
C12 -2.541985 3.027366 -2.491189  -0.318
C13 -2.806285 3.740266 -3.671989  -0.008
C14 -1.864685 3.799566 -4.662189  -0.029
C15 -0.651685 3.094866 -4.518189  -0.204
C16 0.380315 3.067066 -5.471389  -0.629
Br1 0.210615 4.090566 -7.084789  0.700
C17 1.527715 2.334766 -5.275889  -0.190
C18 1.654815 1.592066 -4.116989  -0.601
Br2 3.219715 0.549466 -3.801889  0.708
C19 0.692115 1.543466 -3.093289  -0.507
O1 0.840715 0.837566 -2.055889  -0.296
C20 -0.477385 2.367466 -3.314189  -0.166
N1 -1.389985 2.400266 -2.322689  0.049
H17 -4.341185 3.693866 -1.541189  0.081
H18 -3.090985 3.094666 -0.440689  -0.009
H19 -4.025385 1.964166 -1.386489  0.041
H20 -3.753585 4.242966 -3.789389  0.110
H21 -2.039485 4.374766 -5.559889  0.070
H22 2.318715 2.341266 -6.013289  0.091
C21 5.612615 0.507666 2.509011  -0.018
N2 4.401715 -0.231634 2.235111  -0.083
N3 3.192815 0.453066 2.347711  0.059
C22 2.290515 -0.040434 1.404011  -0.403
O2 1.096715 0.280766 1.387711  -0.169
C23 3.027515 -0.978434 0.624511  0.086
C24 4.289715 -1.054934 1.129911  -0.248
C25 5.434415 -1.899134 0.700111  -0.013
C26 2.802915 1.059266 3.548011  -0.188
C27 1.836815 2.061566 3.524611  -0.013
C28 1.350315 2.590366 4.702411  -0.059
C29 1.863515 2.170566 5.919811  -0.086
C30 2.859415 1.207766 5.944211  -0.093
C31 3.317415 0.636666 4.771811  -0.039
H23 5.467415 1.109566 3.405011  0.082
H24 5.883815 1.165666 1.676111  0.103
H25 6.422315 -0.198234 2.681011  0.091
H26 2.623015 -1.510134 -0.211589  0.120
H27 5.113115 -2.559934 -0.098889  0.086
H28 5.805015 -2.502134 1.530511  0.090
H29 6.252915 -1.283034 0.328811  0.084
H30 1.443115 2.396166 2.581011  0.049
H31 0.564415 3.328466 4.658511  0.100
H32 1.484015 2.584866 6.841411  0.100
H33 3.271715 0.881666 6.888311  0.098
H34 4.045515 -0.161334 4.801411  0.107

Forces on atoms 1 to 2 (eV/Å):
1.749 0.061 -1.303
-0.923 0.897 1.174